# 1
A molecular structure, C10H9F9NO6Tm in a non-equilibrium geometry, computed with ωB97M-V/def2-TZVPD.

Calculated values
E (Ha): -2876.840638
F_max (eV/A): 3.95
<S²>: 2.002
2S+1: 3
LUMO level (alpha / beta) (eV): -0.404 / -0.406
Highest occupied orbital energy (alpha / beta) (eV): -9.9169 / -9.9192

Last column: Mulliken spin population.
Element x y z (Å)
1 Tm 6.860 9.364 6.887  2.02
2 O 6.723 8.601 9.077  0.00
3 C 6.325 9.495 10.189  0.00
4 C 5.622 10.690 9.619  0.00
5 N 6.142 11.223 8.358  -0.01
6 C 5.008 11.926 7.640  0.00
7 C 4.462 11.163 6.395  0.00
8 O 3.389 11.581 5.918  0.00
9 O 5.177 10.200 5.911  0.00
10 C 7.326 12.119 8.601  0.00
11 C 8.298 12.055 7.382  0.00
12 O 9.081 12.929 7.159  0.00
13 O 8.128 10.907 6.756  0.00
14 H 7.313 7.907 9.403  0.00
15 H 7.194 9.708 10.788  0.00
16 H 5.559 8.928 10.820  0.00
17 H 5.656 11.447 10.442  0.00
18 H 4.554 10.454 9.407  0.00
19 H 5.415 12.842 7.247  0.00
20 H 4.254 12.170 8.416  0.00
21 H 7.843 11.756 9.517  0.00
22 H 7.100 13.242 8.663  0.00
23 F 9.787 5.841 6.747  0.00
24 C 9.185 6.352 5.617  0.00
25 F 9.711 7.617 5.575  0.00
26 F 9.676 5.625 4.575  0.00
27 C 7.656 6.360 5.768  0.00
28 O 7.316 7.216 6.824  0.00
29 C 7.042 4.964 5.920  0.00
30 F 7.216 4.041 4.936  0.00
31 F 5.663 4.986 6.106  0.00
32 F 7.473 4.373 7.048  0.00
33 C 7.052 7.025 4.513  0.00
34 F 7.523 8.396 4.556  0.00
35 F 5.678 7.136 4.546  0.00
36 F 7.462 6.457 3.376  0.00

=====

# 2
A molecular structure, C9H9N2O5STm in a non-equilibrium geometry, computed with ωB97M-V/def2-TZVPD.

Calculated values
E (Ha): -2316.780818
F_max (eV/A): 8.34
<S²>: 2.003
2S+1: 3
LUMO level (alpha / beta) (eV): -9.384 / -9.362
Relative energy (zero: lowest compared OMol25 entry of this formula, charge and spin) (eV): 0.000
Highest occupied orbital energy (alpha / beta) (eV): -16.6308 / -16.6335
Net charge: +2

Last column: Mulliken spin population.
Element x y z (Å)
1 O 0.941 1.325 -6.406  0.00
2 C 0.942 0.784 -5.377  0.00
3 Tm -0.049 0.078 -2.173  2.02
4 O -2.110 1.437 -4.706  0.00
5 C -1.371 1.122 -3.854  0.00
6 C -2.037 -0.537 -0.751  0.00
7 O -2.911 -0.764 -0.009  0.00
8 C 0.907 -1.744 -1.079  0.00
9 O 1.375 -2.686 -0.588  0.00
10 C -1.053 -1.796 -3.032  0.00
11 O -1.409 -2.737 -3.597  0.00
12 H 1.012 -1.000 -3.402  -0.01
13 S 0.901 1.971 -0.534  -0.01
14 C 0.537 1.060 0.927  0.00
15 N -0.575 1.342 1.653  0.00
16 C -0.904 0.541 2.847  0.00
17 C 0.376 0.263 3.617  0.00
18 C 1.455 -0.376 2.774  0.00
19 N 1.402 0.134 1.393  0.00
20 H -1.388 1.585 1.088  0.00
21 H -1.370 -0.368 2.443  0.00
22 H -1.613 1.111 3.477  0.00
23 H 0.148 -0.404 4.440  0.00
24 H 0.770 1.180 4.081  0.00
25 H 1.307 -1.462 2.697  0.00
26 H 2.448 -0.146 3.196  0.00
27 H 2.269 0.089 0.874  0.00

=====

# 3
A molecular structure, C43H33AgF4N10O3PSe2, computed with ωB97M-V/def2-TZVPD.

Calculated values
E (Ha): -8122.515387
F_max (eV/A): 0.32
LUMO level (eV): 1.493
Relative energy (zero: lowest compared OMol25 entry of this formula, charge and spin) (eV): 0.000
Highest occupied orbital energy (eV): -3.9602
Net charge: -1

Last column: Mulliken charge in e.
Element x y z (Å)
1 Ag -0.878 -0.875 -1.564  0.75
2 O -1.864 -3.752 0.888  -0.48
3 C -1.219 -4.474 1.911  -0.60
4 C 0.174 -4.923 1.472  1.25
5 C 0.687 -5.814 2.630  -1.33
6 O 1.998 -6.323 2.457  -0.53
7 C 1.147 -3.750 1.338  -0.16
8 Se 1.056 -2.822 -0.387  -0.04
9 C 0.140 -5.750 0.183  -1.28
10 Se 0.057 -4.676 -1.454  -0.16
11 H -2.530 -3.173 1.280  0.26
12 H -1.805 -5.364 2.185  0.55
13 H -1.101 -3.864 2.814  0.05
14 H -0.025 -6.631 2.796  0.48
15 H 0.722 -5.215 3.542  0.44
16 H 1.984 -6.999 1.773  0.35
17 H 2.169 -4.103 1.445  0.70
18 H 0.948 -3.002 2.107  -0.70
19 H -0.733 -6.406 0.171  0.47
20 H 1.040 -6.357 0.095  0.45
21 N 2.217 0.487 -0.665  0.55
22 C 2.285 0.294 -1.979  0.08
23 N 3.347 0.775 -2.637  -0.73
24 C 3.376 0.487 -3.930  0.24
25 N 4.404 0.992 -4.655  -0.37
26 N 2.471 -0.247 -4.602  -0.67
27 C 1.459 -0.659 -3.851  -0.48
28 N 1.291 -0.411 -2.567  0.95
29 C 0.425 -1.516 -4.518  0.40
30 C 0.654 -2.037 -5.785  -0.63
31 C -0.307 -2.864 -6.342  -0.43
32 C -1.460 -3.138 -5.625  -0.73
33 C -1.608 -2.565 -4.371  -0.32
34 N -0.687 -1.773 -3.833  0.41
35 H 2.898 1.083 -0.223  0.21
36 H 1.353 0.304 -0.176  -0.64
37 H 5.183 1.372 -4.148  0.27
38 H 4.548 0.622 -5.577  0.26
39 H 1.572 -1.793 -6.298  0.48
40 H -0.154 -3.294 -7.323  0.42
41 H -2.233 -3.782 -6.020  0.41
42 H -2.490 -2.744 -3.766  0.48
43 O -0.519 1.673 -1.347  -0.48
44 P -0.524 2.975 -0.620  1.12
45 C 1.037 3.292 0.227  0.89
46 C 2.103 3.876 -0.456  -0.54
47 C 3.364 3.901 0.121  -0.77
48 C 3.568 3.341 1.376  -0.60
49 C 2.511 2.765 2.071  -1.01
50 C 1.248 2.747 1.495  -0.37
51 C -1.822 3.105 0.617  0.90
52 C -2.934 2.282 0.459  -0.88
53 C -3.961 2.319 1.391  -0.78
54 C -3.875 3.172 2.481  -0.71
55 C -2.770 3.998 2.641  -0.88
56 C -1.741 3.965 1.712  -0.10
57 C -0.733 4.343 -1.786  0.17
58 C -0.620 4.059 -3.143  -0.26
59 C -0.735 5.078 -4.078  -0.63
60 C -0.967 6.380 -3.660  -0.47
61 C -1.089 6.666 -2.306  -0.68
62 C -0.973 5.650 -1.370  -0.41
63 H 1.952 4.295 -1.443  0.39
64 H 4.191 4.349 -0.416  0.39
65 H 4.555 3.346 1.821  0.42
66 H 2.683 2.307 3.038  0.38
67 H 0.426 2.285 2.028  0.24
68 H -2.973 1.588 -0.372  0.41
69 H -4.810 1.656 1.292  0.65
70 H -4.665 3.173 3.221  0.43
71 H -2.697 4.649 3.502  0.40
72 H -0.862 4.581 1.859  0.41
73 H -0.449 3.034 -3.448  0.32
74 H -0.647 4.853 -5.134  0.41
75 H -1.059 7.174 -4.390  0.37
76 H -1.278 7.680 -1.980  0.41
77 H -1.076 5.874 -0.315  0.36
78 F -0.702 0.189 1.063  0.17
79 C -0.770 -0.478 2.243  0.12
80 C 0.411 -0.606 2.942  0.50
81 F 1.531 -0.155 2.326  -0.51
82 C 0.505 -1.206 4.202  0.80
83 C -0.723 -1.714 4.652  0.50
84 C -1.889 -1.644 3.914  0.42
85 F -2.988 -2.232 4.421  -0.48
86 C -1.977 -1.021 2.670  1.04
87 C -3.210 -0.994 1.863  0.43
88 C -3.098 -1.039 0.477  0.38
89 N -2.948 -1.053 -0.677  -0.97
90 C -4.466 -0.690 2.423  -0.53
91 N -5.508 -0.431 2.856  -0.80
92 F -0.789 -2.311 5.855  -0.41
93 C 1.749 -1.281 4.931  -0.30
94 C 2.717 -0.271 4.769  0.13
95 N 3.508 0.564 4.623  -0.79
96 C 2.016 -2.282 5.890  -0.08
97 N 2.264 -3.094 6.677  -0.73

=====

Please write out number 2 again, unchanged.
A molecular structure, C9H9N2O5STm in a non-equilibrium geometry, computed with ωB97M-V/def2-TZVPD.

Calculated values
E (Ha): -2316.780818
F_max (eV/A): 8.34
<S²>: 2.003
2S+1: 3
LUMO level (alpha / beta) (eV): -9.384 / -9.362
Relative energy (zero: lowest compared OMol25 entry of this formula, charge and spin) (eV): 0.000
Highest occupied orbital energy (alpha / beta) (eV): -16.6308 / -16.6335
Net charge: +2

Last column: Mulliken spin population.
Element x y z (Å)
1 O 0.941 1.325 -6.406  0.00
2 C 0.942 0.784 -5.377  0.00
3 Tm -0.049 0.078 -2.173  2.02
4 O -2.110 1.437 -4.706  0.00
5 C -1.371 1.122 -3.854  0.00
6 C -2.037 -0.537 -0.751  0.00
7 O -2.911 -0.764 -0.009  0.00
8 C 0.907 -1.744 -1.079  0.00
9 O 1.375 -2.686 -0.588  0.00
10 C -1.053 -1.796 -3.032  0.00
11 O -1.409 -2.737 -3.597  0.00
12 H 1.012 -1.000 -3.402  -0.01
13 S 0.901 1.971 -0.534  -0.01
14 C 0.537 1.060 0.927  0.00
15 N -0.575 1.342 1.653  0.00
16 C -0.904 0.541 2.847  0.00
17 C 0.376 0.263 3.617  0.00
18 C 1.455 -0.376 2.774  0.00
19 N 1.402 0.134 1.393  0.00
20 H -1.388 1.585 1.088  0.00
21 H -1.370 -0.368 2.443  0.00
22 H -1.613 1.111 3.477  0.00
23 H 0.148 -0.404 4.440  0.00
24 H 0.770 1.180 4.081  0.00
25 H 1.307 -1.462 2.697  0.00
26 H 2.448 -0.146 3.196  0.00
27 H 2.269 0.089 0.874  0.00